Version i
Molecular formula: C4H6S
Method: DFT, ωB97M-V/def2-TZVPD

Values from the calculation:
**Frontier orbital gap (alpha / beta)**: 0.2282 / 0.2283 Ha

The geometry in ORCA input format:
```
! RIJCOSX wB97M-V def2-TZVPD def2/J DEFGRID3
* xyz 0 1
C 0.189 0.222 0.635
C -0.042 0.483 -0.641
C 0.214 0.081 2.052
C -0.187 -0.590 -1.727
S 0.011 2.119 -1.499
H -0.820 0.322 2.579
H 0.856 0.839 2.431
H 0.694 -0.903 2.252
H -1.337 -0.816 -1.678
H 0.318 -1.502 -1.645
H 0.105 -0.256 -2.759
*
```

Atom charges from the natural (NBO) analysis, given in e for atoms 1 to 6: 0.36 -0.21 -0.75 -0.62 -0.30 0.24

***

Version ii
Molecular formula: C4H6S
Method: DFT, ωB97M-V/def2-TZVPD

Values from the calculation:
**SMILES**: CC#CCS
**Frontier orbital gap**: 0.3707 Ha

The geometry in ORCA input format:
```
! RIJCOSX wB97M-V def2-TZVPD def2/J DEFGRID3
* xyz 0 1
C -1.834 -2.386 0.695
C -0.704 -1.556 0.126
C 0.129 -0.724 -0.301
C 1.138 0.361 -0.541
S 0.617 2.005 -0.108
H -1.502 -3.333 1.062
H -2.429 -2.013 1.461
H -2.508 -2.673 -0.080
H 1.528 0.314 -1.642
H 2.079 0.038 0.036
H 0.575 1.416 1.020
*
```

Atom charges from the natural (NBO) analysis, given in e for atoms 1 to 6: -0.67 0.00 -0.04 -0.63 0.04 0.23

***

Result of the stability comparison: version i is the least stable of them.

***

Version i
Molecular formula: C4H6S
Method: DFT, ωB97M-V/def2-TZVPD

Values from the calculation:
**SMILES**: C=C[C@@H]1CS1
**Frontier orbital gap**: 0.3420 Ha

The geometry in ORCA input format:
```
! RIJCOSX wB97M-V def2-TZVPD def2/J DEFGRID3
* xyz 0 1
C 1.165 0.637 1.516
C 0.881 0.012 0.379
C -0.459 -0.232 -0.148
C -0.841 -0.754 -1.415
S -1.424 1.059 -1.128
H 2.066 0.765 2.047
H 0.238 1.046 2.139
H 1.765 -0.221 -0.236
H -1.335 -0.247 0.616
H -0.224 -0.823 -2.282
H -1.831 -1.242 -1.489
*
```

Atom charges from the natural (NBO) analysis, given in e for atoms 1 to 6: -0.33 -0.23 -0.33 -0.42 -0.04 0.21

***

Version ii
Molecular formula: C4H6S
Method: DFT, ωB97M-V/def2-TZVPD

Values from the calculation:
**SMILES**: C=C[C@H]1CS1
**Frontier orbital gap**: 0.3486 Ha

The geometry in ORCA input format:
```
! RIJCOSX wB97M-V def2-TZVPD def2/J DEFGRID3
* xyz 0 1
C -0.255 -0.485 1.866
C -0.988 -0.896 0.693
C -0.467 -1.230 -0.711
C -1.103 -0.363 -1.906
S 0.610 0.082 -1.451
H -0.807 -0.244 2.807
H 0.790 -0.344 1.871
H -2.035 -0.720 0.793
H 0.229 -2.090 -0.694
H -1.858 0.396 -1.736
H -1.289 -1.082 -2.768
*
```

Atom charges from the natural (NBO) analysis, given in e for atoms 1 to 6: -0.37 -0.21 -0.36 -0.49 0.11 0.20

***

Result of the stability comparison: version ii is the least stable of them.

***

Version i
Molecular formula: C4H6S
Method: DFT, ωB97M-V/def2-TZVPD

Values from the calculation:
**SMILES**: CC1=C(C)S1
**Frontier orbital gap**: 0.3056 Ha

The geometry in ORCA input format:
```
! RIJCOSX wB97M-V def2-TZVPD def2/J DEFGRID3
* xyz 0 1
C 0.501 1.919 0.139
C -0.312 0.724 -0.077
C -0.851 -0.438 0.035
C -0.749 -1.848 -0.067
S -2.456 0.529 -0.067
H 0.844 2.065 1.133
H 0.120 2.630 -0.514
H 1.413 1.804 -0.441
H 0.281 -2.109 0.131
H -0.957 -2.306 -1.107
H -1.314 -2.413 0.588
*
```

Atom charges from the natural (NBO) analysis, given in e for atoms 1 to 6: -0.70 0.14 -0.07 -0.66 -0.18 0.25

***

Version ii
Molecular formula: C4H6S
Method: DFT, ωB97M-V/def2-TZVPD

Values from the calculation:
**SMILES**: C=C(C)C=S
**Frontier orbital gap**: 0.2987 Ha

The geometry in ORCA input format:
```
! RIJCOSX wB97M-V def2-TZVPD def2/J DEFGRID3
* xyz 0 1
C -0.393 1.338 0.083
C -0.289 0.041 -0.130
C 1.155 -0.282 -0.678
C -1.256 -1.033 0.574
S -0.658 -2.556 0.754
H 0.353 2.036 -0.233
H -1.240 1.845 0.673
H 1.147 0.538 -1.461
H 1.496 -1.273 -1.083
H 1.749 0.083 0.213
H -2.064 -0.737 1.287
*
```

Atom charges from the natural (NBO) analysis, given in e for atoms 1 to 6: -0.37 -0.05 -0.66 -0.29 0.05 0.20

***

Version iii
Molecular formula: C4H6S
Method: DFT, ωB97M-V/def2-TZVPD

Values from the calculation:
**SMILES**: C1=CSCC1
**Frontier orbital gap**: 0.3356 Ha

The geometry in ORCA input format:
```
! RIJCOSX wB97M-V def2-TZVPD def2/J DEFGRID3
* xyz 0 1
C -0.151 -1.074 -0.483
C 0.237 -0.330 -1.465
S 0.588 1.356 -1.115
C 0.318 1.066 0.684
C -0.569 -0.250 0.724
H -0.229 -2.226 -0.606
H 0.678 -0.646 -2.477
H 1.273 0.837 1.296
H -0.117 1.938 1.056
H -0.429 -0.773 1.700
H -1.600 0.101 0.685
*
```

Atom charges from the natural (NBO) analysis, given in e for atoms 1 to 6: -0.25 -0.35 0.22 -0.50 -0.44 0.23

***

Result of the stability comparison: version i is the least stable of them.